Arrangement a

ORCA calculation (ωB97M-V/def2-TZVPD) on a single C21H29N3O2S molecule.

Values from the calculation:
SMILES = Cc1ccc(NC(=O)N(CCCN2CCOCC2)Cc2cccs2)cc1C

Atoms and positions in Å:
H  -7.259  0.435  -1.603
H  1.826  0.675  0.450
C  2.287  4.679  1.224
H  1.390  -0.903  -1.512
C  5.237  -2.253  -1.200
H  4.649  -3.185  -1.211
H  4.901  -0.129  -1.252
C  -5.977  -0.970  0.482
H  0.328  -1.820  -0.449
H  -7.508  -2.249  1.255
C  0.871  0.173  0.270
O  6.113  -2.259  -0.093
C  -6.663  1.017  -0.900
N  -1.917  0.010  0.064
C  4.299  -1.039  -1.164
H  1.444  1.570  -1.985
C  2.912  3.046  -0.271
H  2.558  -2.792  -0.334
H  -7.970  -0.547  1.141
H  -5.240  -2.610  1.636
C  4.478  -1.017  1.199
H  5.870  -2.226  -2.088
H  5.097  -0.114  1.164
C  -7.417  -1.349  0.653
H  2.184  -2.019  1.214
C  -1.315  1.026  -0.632
H  2.309  5.458  1.960
O  -1.915  1.827  -1.323
C  -5.615  0.159  -0.260
C  0.767  2.073  -1.283
C  2.397  -1.823  0.160
N  3.553  -0.946  0.081
H  0.424  -0.025  1.250
C  -4.278  0.492  -0.406
N  0.050  1.084  -0.494
C  1.560  2.995  -0.421
C  -4.975  -1.735  1.060
H  -2.880  -2.016  1.377
H  4.798  -3.165  1.217
S  0.772  4.140  0.612
H  0.007  2.622  -1.846
H  -6.205  1.844  -1.434
H  3.918  -1.019  2.136
C  1.179  -1.137  -0.468
C  5.395  -2.243  1.123
H  4.360  4.205  0.913
H  -3.997  1.360  -0.979
H  -7.341  1.419  -0.147
H  -7.884  -1.531  -0.315
C  -3.280  -0.281  0.176
H  6.144  -2.221  1.917
H  -1.324  -0.627  0.571
C  -3.642  -1.403  0.915
H  3.589  2.413  -0.818
C  3.331  4.016  0.667
H  3.604  -1.081  -2.003

Results of the natural (NBO) charge analysis, in e, for atoms 1 through 4: atom 1 (H): 0.2146, atom 2 (H): 0.2491, atom 3 (C): -0.4088, atom 4 (H): 0.2039


Arrangement b

ORCA calculation (ωB97M-V/def2-TZVPD) on a single C21H29N3O2S molecule.

Values from the calculation:
SMILES = CCOc1ccc2nc(N3CCC(C(=O)NC4CCCCC4)CC3)sc2c1

Atoms and positions in Å:
C  -7.343  -1.752  1.628
H  2.793  0.524  2.240
H  1.665  1.859  2.416
C  -3.225  1.101  -0.629
H  -6.432  -1.348  2.062
C  4.498  -2.293  -1.735
O  5.327  2.179  0.427
C  -4.344  1.635  -1.259
C  -7.165  -2.018  0.135
C  -3.356  -0.133  0.036
H  3.485  -1.918  -1.571
C  0.685  2.438  -0.320
H  2.269  1.336  -1.260
C  2.941  2.043  0.685
H  -6.387  -2.773  -0.036
H  -4.261  2.579  -1.773
H  -6.417  1.343  -1.693
H  4.084  -4.175  -0.763
H  5.086  -3.552  1.430
H  1.439  -0.387  0.352
H  -8.102  -2.392  -0.288
C  5.505  -1.149  -1.650
C  -5.656  -0.276  -0.543
H  2.554  3.072  -1.176
H  -4.589  -1.770  0.613
C  1.026  0.380  1.025
H  5.818  -1.195  1.797
C  -1.152  0.937  0.084
S  -1.827  -0.591  0.741
H  0.564  3.298  0.351
C  -4.550  -0.828  0.092
H  -7.599  -2.676  2.138
H  3.828  -2.416  0.958
H  6.843  -2.034  0.631
C  5.840  -1.638  0.800
N  -1.979  1.661  -0.579
N  0.132  1.247  0.298
C  4.819  -3.369  -0.702
N  4.357  0.177  0.067
H  6.497  -1.524  -1.909
C  2.160  2.218  -0.625
H  3.111  3.033  1.118
C  -5.536  0.950  -1.211
H  5.246  -0.365  -2.364
C  5.572  -0.547  -0.243
H  4.524  -2.724  -2.738
C  2.134  1.196  1.688
O  -6.895  -0.844  -0.601
H  6.370  0.202  -0.201
H  -8.143  -1.031  1.779
C  4.828  -2.778  0.705
H  0.112  2.637  -1.229
H  0.452  -0.147  1.795
C  4.334  1.484  0.390
H  5.801  -3.795  -0.919
H  3.500  -0.351  0.063

Results of the natural (NBO) charge analysis, in e, for atoms 1 through 4: atom 1 (C): -0.6384, atom 2 (H): 0.2257, atom 3 (H): 0.2229, atom 4 (C): 0.0957


Name the least stable of them. arrangement a.


Arrangement a

ORCA calculation (ωB97M-V/def2-TZVPD) on 2 unconnected molecules or ions with the total composition C3H10N2O.

Values from the calculation:
Spin multiplicity = 2
Charge = -1

Atoms and positions in Å:
H  1.077  1.065  -1.726
C  0.663  1.068  0.262
H  1.032  1.075  2.337
H  -3.373  -3.779  -0.968
N  0.959  -0.976  1.672
H  1.617  -1.411  1.036
H  -0.076  2.977  1.034
O  -2.797  -3.464  -1.675
C  0.926  0.452  1.448
H  -0.985  2.342  -0.313
C  0.021  2.383  0.110
H  2.148  0.214  -0.709
H  0.066  -1.402  1.420
N  1.174  0.436  -0.938
H  -3.003  -4.049  -2.422
H  0.550  3.069  -0.570

Results of the natural (NBO) charge analysis, in e, for atoms 1 through 4: atom 1 (H): 0.3314, atom 2 (C): -0.0472, atom 3 (H): 0.1612, atom 4 (H): 0.4313


Arrangement b

ORCA calculation (ωB97M-V/def2-TZVPD) on 2 unconnected molecules or ions with the total composition C3H10N2O.

Values from the calculation:
Spin multiplicity = 2
Charge = -1

Atoms and positions in Å:
O  0.318  -2.166  2.362
H  0.641  -1.901  3.183
H  1.485  2.628  -1.532
H  -0.245  3.887  -2.363
H  -1.315  1.750  -3.306
C  -0.416  -3.241  2.757
H  -0.106  -3.112  4.774
N  -0.842  2.035  -2.431
H  1.779  1.725  -2.712
C  0.115  3.047  -2.819
H  -0.254  1.213  -2.105
C  -0.812  -3.407  4.028
H  -1.626  -4.007  4.322
H  0.061  3.086  -3.849
N  1.609  2.692  -2.581
H  -0.392  -4.229  2.272

Results of the natural (NBO) charge analysis, in e, for atoms 1 through 4: atom 1 (O): -0.8829, atom 2 (H): 0.4368, atom 3 (H): 0.3047, atom 4 (H): 0.1663


Arrangement c

ORCA calculation (ωB97M-V/def2-TZVPD) on 2 unconnected molecules or ions with the total composition C3H10N2O.

Values from the calculation:
Spin multiplicity = 2
Charge = -1

Atoms and positions in Å:
H  0.933  2.168  0.554
N  -0.041  2.356  0.334
H  -1.683  1.643  -0.640
H  -2.614  -1.349  -2.047
N  -0.450  0.069  -0.114
H  -1.469  -1.238  -0.962
H  1.381  -1.654  -0.639
C  -0.774  1.304  -0.157
C  0.446  -0.487  0.884
H  0.654  0.248  1.672
C  1.685  -1.093  0.254
H  2.235  -1.837  0.833
H  -0.130  -1.297  1.352
H  2.356  -0.310  -0.109
O  -2.170  -1.820  -1.336
H  -0.359  3.299  0.120

Results of the natural (NBO) charge analysis, in e, for atoms 1 through 4: atom 1 (H): 0.3394, atom 2 (N): -1.1087, atom 3 (H): 0.1523, atom 4 (H): 0.4513


Name the least stable of them. arrangement b.


Arrangement a

ORCA calculation (ωB97M-V/def2-TZVPD) on a molecular structure, C3H10N4O.

Atoms and positions in Å:
H  -2.797  -2.333  0.108
H  -2.534  -0.544  0.951
C  1.483  -0.620  -0.321
H  -0.009  3.456  0.489
N  0.169  2.321  0.213
N  -1.950  -1.430  0.416
N  -1.479  -0.601  -0.718
H  1.512  0.588  -0.909
H  0.908  2.227  -0.583
H  0.762  0.284  1.655
H  3.477  -0.714  -0.874
H  0.148  -1.567  0.922
C  0.449  -0.339  0.794
N  -0.885  1.563  -0.170
H  0.989  -1.372  -0.772
O  2.821  -0.832  0.085
C  -0.737  0.333  0.100
H  -2.329  -0.419  -1.387

Results of the natural (NBO) charge analysis, in e, for atoms 1 through 4: atom 1 (H): 0.3623, atom 2 (H): 0.3393, atom 3 (C): 0.0106, atom 4 (H): 0.3731


Arrangement b

ORCA calculation (ωB97M-V/def2-TZVPD) on a molecular structure, C3H10N4O.

Atoms and positions in Å:
N  0.410  -1.120  -1.626
H  -1.337  -0.897  1.158
H  1.040  -1.413  2.500
O  2.059  -1.616  -1.638
C  0.220  -0.883  -0.296
H  0.608  1.724  -1.492
H  0.455  -0.018  -1.975
H  2.838  -1.287  -0.764
N  -0.353  0.337  0.003
N  0.840  -1.548  0.689
C  -0.393  1.541  -0.736
N  0.523  -0.801  1.926
H  -1.832  1.105  1.284
H  0.747  0.380  1.712
C  -1.572  0.245  0.756
H  -2.427  -0.184  0.214
H  -1.408  1.625  -1.577
H  -0.419  2.808  -0.139

Results of the natural (NBO) charge analysis, in e, for atoms 1 through 4: atom 1 (N): -0.2662, atom 2 (H): 0.2739, atom 3 (H): 0.3770, atom 4 (O): -0.6384


Name the least stable of them. arrangement b.


Arrangement a

ORCA calculation (ωB97M-V/def2-TZVPD) on 2 unconnected molecules or ions with the total composition C4H9NO2.

Values from the calculation:
Spin multiplicity = 2
Charge = +1

Atoms and positions in Å:
O  0.265  2.315  -0.798
C  1.028  -0.608  -0.280
C  0.466  -1.869  -0.288
H  0.493  0.026  1.833
N  0.159  0.919  1.756
C  -0.612  0.591  0.576
H  1.832  -0.496  0.501
H  1.286  -0.183  -1.350
H  0.973  -2.495  -1.108
H  0.931  1.507  1.419
H  -1.709  -1.388  -0.807
C  -0.388  1.326  -0.554
H  -1.013  1.055  -1.257
O  -1.070  -2.135  -0.411
H  0.604  -2.216  0.778
H  -1.041  -0.313  0.650

Results of the natural (NBO) charge analysis, in e, for atoms 1 through 4: atom 1 (O): -0.3892, atom 2 (C): -0.1699, atom 3 (C): -0.2231, atom 4 (H): 0.3723


Arrangement b

ORCA calculation (ωB97M-V/def2-TZVPD) on a gas-phase ion, C4H9NO2 (charge +1).

Values from the calculation:
Spin multiplicity = 2
Charge = +1

Atoms and positions in Å:
H  -1.687  -0.240  -1.660
O  -1.251  -2.149  -1.653
C  2.076  0.983  0.867
O  0.386  2.752  1.201
N  -0.347  0.842  0.164
C  -1.608  -0.984  -0.964
C  -0.291  -0.590  -0.004
H  0.491  -1.062  -0.561
H  1.754  0.033  1.439
H  -1.612  -2.970  -1.193
H  -0.343  -1.098  0.934
C  0.679  1.667  0.688
H  -0.948  1.422  -0.303
H  2.504  0.714  -0.159
H  2.687  1.535  1.591
H  -2.490  -0.854  -0.388

Results of the natural (NBO) charge analysis, in e, for atoms 1 through 4: atom 1 (H): 0.1740, atom 2 (O): -0.6777, atom 3 (C): -0.7191, atom 4 (O): -0.3146


Name the least stable of them. arrangement a.